No. 1
The molecule C5H8O. Source: OMol25; level of theory: wB97M-V/def2-TZVPD.

Last columns: bonded neighbours and bond lengths (Å).
CARTESIAN COORDINATES (ANGSTROEM)
1 C -0.553 1.356 -0.055  C2 1.503, H7 1.072, H8 1.089, H9 1.111
2 C -0.287 -0.122 -0.103  C1 1.503, C3 1.506, C4 1.363
3 C -1.464 -1.050 0.047  C2 1.506, H10 1.169, H11 1.117, H12 1.135
4 C 0.973 -0.641 -0.149  C2 1.363, C5 1.440, H13 1.084
5 C 2.154 0.166 0.021  C4 1.440, O6 1.213, H14 1.091
6 O 3.236 -0.384 0.028  C5 1.213
7 H 0.033 1.779 -0.847  C1 1.072
8 H -1.628 1.534 -0.059  C1 1.089
9 H -0.266 1.818 0.914  C1 1.111
10 H -1.370 -1.985 -0.648  C3 1.169
11 H -2.467 -0.595 -0.139  C3 1.117
12 H -1.460 -1.406 1.125  C3 1.135
13 H 1.005 -1.724 -0.189  C4 1.084
14 H 2.093 1.254 0.055  C5 1.091

Output
Strongest force on any atom in eV/Å: 2.940
HOMO-LUMO gap in eV: 9.8
Structure (SMILES): CC(C)=CC=O
Net charge: 0
E_LUMO in eV: 0.34
ΔE to the lowest compared entry with this formula, charge and spin in kcal per mole: 30.1
Total energy in eV: -7360.95210

So, what does the natural (NBO) scheme give us? The charges, in e, come out as: C -0.680; C 0.132; C -0.668; C -0.352; C 0.373; O -0.529; H 0.236; H 0.222; H 0.233; H 0.234; H 0.220; H 0.239; H 0.220; H 0.121

No. 2
The molecule C5H8O. Source: OMol25; level of theory: wB97M-V/def2-TZVPD.

Last columns: bonded neighbours and bond lengths (Å).
CARTESIAN COORDINATES (ANGSTROEM)
1 C -0.162 0.964 1.812  C2 1.347, H7 1.082, H8 1.087
2 C -0.170 -0.376 1.675  C1 1.347, C3 1.457, H9 1.091
3 C -0.132 -1.210 0.481  C2 1.457, C4 1.357, H10 1.082
4 C -0.062 -0.795 -0.809  C3 1.357, C5 1.457, H11 1.082
5 C 0.006 0.595 -1.240  C4 1.457, O6 1.383, H12 1.104, H13 1.284
6 O 0.069 1.018 -2.556  C5 1.383, H14 0.961
7 H -0.188 1.677 0.998  C1 1.082
8 H -0.100 1.404 2.803  C1 1.087
9 H -0.160 -0.948 2.603  C2 1.091
10 H -0.065 -2.279 0.634  C3 1.082
11 H 0.139 -1.490 -1.612  C4 1.082
12 H -0.631 1.335 -0.726  C5 1.104
13 H 1.122 0.136 -0.800  C5 1.284
14 H 0.401 0.303 -3.106  O6 0.961

Output
Strongest force on any atom in eV/Å: 3.434
HOMO-LUMO gap in eV: 8.5
Structure (SMILES): C=C/C=C\CO
Net charge: 0
E_LUMO in eV: 0.74
ΔE to the lowest compared entry with this formula, charge and spin in kcal per mole: 85.9
Total energy in eV: -7358.52845

So, what does the natural (NBO) scheme give us? The charges, in e, come out as: C -0.425; C -0.216; C -0.324; C -0.228; C -0.063; O -0.683; H 0.185; H 0.200; H 0.205; H 0.214; H 0.214; H 0.216; H 0.240; H 0.465

No. 3
A 2-piece molecular cluster, C5H8O overall. Source: OMol25; level of theory: wB97M-V/def2-TZVPD.

Last columns: bonded neighbours and bond lengths (Å).
CARTESIAN COORDINATES (ANGSTROEM)
1 C 0.081 1.611 -1.262  C2 1.500, H7 1.096, H8 1.096, H9 1.100
2 C -0.395 0.595 -0.266  C1 1.500, C3 1.403, H10 1.089
3 C -0.006 -0.752 -0.314  C2 1.403, C4 1.473, H11 1.191, H12 1.092
4 C -0.290 -1.615 0.845  C3 1.473, H13 1.086, H14 1.088
5 C 0.609 0.188 1.874  O6 1.150
6 O 1.656 0.403 2.298  C5 1.150
7 H 0.283 2.572 -0.773  C1 1.096
8 H 1.008 1.285 -1.748  C1 1.096
9 H -0.662 1.804 -2.051  C1 1.100
10 H -1.310 0.830 0.276  C2 1.089
11 H -0.817 -1.571 -0.611  C3 1.191
12 H 0.906 -0.991 -0.863  C3 1.092
13 H -1.260 -1.506 1.322  C4 1.086
14 H 0.171 -2.599 0.904  C4 1.088

Output
Strongest force on any atom in eV/Å: 1.230
HOMO-LUMO gap in eV: 8.1
Net charge: 0
E_LUMO in eV: 0.74
ΔE to the lowest compared entry with this formula, charge and spin in kcal per mole: 105.3
Total energy in eV: -7357.68946

So, what does the natural (NBO) scheme give us? The charges, in e, come out as: C -0.644; C -0.218; C -0.487; C -0.461; C 0.511; O -0.550; H 0.221; H 0.207; H 0.211; H 0.202; H 0.337; H 0.235; H 0.212; H 0.222

No. 4
A 2-piece molecular cluster, C5H8O overall. Source: OMol25; level of theory: wB97M-V/def2-TZVPD.

Last columns: bonded neighbours and bond lengths (Å).
CARTESIAN COORDINATES (ANGSTROEM)
1 C 1.009 0.086 2.170  C2 1.504, H7 1.097, H8 1.096, H9 1.094
2 C 1.590 0.119 0.783  C1 1.504, C3 1.316, H10 1.090
3 C 0.895 -0.012 -0.326  C2 1.316, C4 1.274
4 C 0.229 -0.144 -1.404  C3 1.274, C5 1.318
5 C -0.424 -0.286 -2.540  C4 1.318, O6 1.357, H11 1.086
6 O -1.760 -0.481 -2.681  C5 1.357, H12 0.968
7 H 1.386 -0.778 2.731  C1 1.097
8 H 1.291 0.984 2.731  C1 1.096
9 H -0.083 0.025 2.143  C1 1.094
10 H 2.667 0.257 0.696  C2 1.090
11 H 0.073 -0.255 -3.506  C5 1.086
12 H -2.162 -0.501 -1.800  O6 0.968
13 H -2.691 0.501 0.662  H14 0.745
14 H -2.018 0.485 0.341  H13 0.745

Output
Strongest force on any atom in eV/Å: 0.352
HOMO-LUMO gap in eV: 9.1
Structure (SMILES): CC=C=C=CO.[H][H]
Net charge: 0
E_LUMO in eV: 0.97
ΔE to the lowest compared entry with this formula, charge and spin in kcal per mole: 86.0
Total energy in eV: -7358.52584

So, what does the natural (NBO) scheme give us? The charges, in e, come out as: C -0.628; C -0.255; C 0.041; C -0.184; C 0.135; O -0.660; H 0.219; H 0.218; H 0.218; H 0.220; H 0.196; H 0.485; H 0.005; H -0.009

No. 5
The molecule C5H8O. Source: OMol25; level of theory: wB97M-V/def2-TZVPD.

Last columns: bonded neighbours and bond lengths (Å).
CARTESIAN COORDINATES (ANGSTROEM)
1 C -1.549 -0.581 0.334  C2 1.505, H7 1.093, H8 1.094, H9 1.099
2 C -0.782 0.491 -0.391  C1 1.505, O3 1.467, C6 1.530, H10 1.094
3 O -0.505 1.715 0.369  C2 1.467, C4 1.335
4 C 0.755 1.840 -0.055  O3 1.335, C6 1.543
5 C 1.560 -0.443 0.272  C6 1.524, H11 1.110, H12 1.091, H13 1.094
6 C 0.723 0.422 -0.663  C2 1.530, C4 1.543, C5 1.524, H14 1.093
7 H -2.541 -0.211 0.605  C1 1.093
8 H -1.040 -0.923 1.240  C1 1.094
9 H -1.685 -1.447 -0.329  C1 1.099
10 H -1.343 0.821 -1.270  C2 1.094
11 H 1.673 0.030 1.269  C5 1.110
12 H 2.568 -0.574 -0.125  C5 1.091
13 H 1.130 -1.434 0.445  C5 1.094
14 H 1.036 0.295 -1.702  C6 1.093

Output
Strongest force on any atom in eV/Å: 0.742
HOMO-LUMO gap in eV: 9.5
Net charge: 0
E_LUMO in eV: 0.93
ΔE to the lowest compared entry with this formula, charge and spin in kcal per mole: 79.4
Total energy in eV: -7358.81135

So, what does the natural (NBO) scheme give us? The charges, in e, come out as: C -0.645; C 0.097; O -0.474; C 0.297; C -0.614; C -0.405; H 0.229; H 0.219; H 0.226; H 0.188; H 0.219; H 0.228; H 0.215; H 0.223

No. 6
The molecule C5H8O. Source: OMol25; level of theory: wB97M-V/def2-TZVPD.

Last columns: bonded neighbours and bond lengths (Å).
CARTESIAN COORDINATES (ANGSTROEM)
1 O -1.233 1.058 1.635  C2 1.210
2 C -0.324 1.479 0.955  O1 1.210, C3 1.505, H7 1.114
3 C 0.580 0.608 0.125  C2 1.505, C4 1.564, C6 1.545, H8 1.095
4 C -0.172 0.139 -1.164  C3 1.564, C5 1.545, H9 1.096, H10 1.094
5 C -0.477 -1.199 -0.453  C4 1.545, C6 1.544, H11 1.093, H12 1.094
6 C 0.613 -0.865 0.588  C3 1.545, C5 1.544, H13 1.094, H14 1.095
7 H -0.137 2.574 0.880  C2 1.114
8 H 1.538 1.114 -0.037  C3 1.095
9 H -1.025 0.745 -1.491  C4 1.096
10 H 0.523 0.024 -2.000  C4 1.094
11 H -1.469 -1.202 0.007  C5 1.093
12 H -0.351 -2.112 -1.043  C5 1.094
13 H 0.358 -1.031 1.639  C6 1.094
14 H 1.576 -1.334 0.360  C6 1.095

Output
Strongest force on any atom in eV/Å: 0.523
HOMO-LUMO gap in eV: 10.8
Structure (SMILES): O=CC1CCC1
Net charge: 0
E_LUMO in eV: 1.04
ΔE to the lowest compared entry with this formula, charge and spin in kcal per mole: 27.4
Total energy in eV: -7361.06862

So, what does the natural (NBO) scheme give us? The charges, in e, come out as: O -0.531; C 0.446; C -0.335; C -0.376; C -0.403; C -0.390; H 0.108; H 0.213; H 0.208; H 0.210; H 0.219; H 0.204; H 0.221; H 0.207

- total energy of number 2 (C5H8O)?
  -7358.52845 eV

- Look up the ΔE to the lowest compared entry with this formula, charge and spin of the third one.
  105.3 kcal per mole

Repeat the first record exactly.
The molecule C5H8O. Source: OMol25; level of theory: wB97M-V/def2-TZVPD.

Last columns: bonded neighbours and bond lengths (Å).
CARTESIAN COORDINATES (ANGSTROEM)
1 C -0.553 1.356 -0.055  C2 1.503, H7 1.072, H8 1.089, H9 1.111
2 C -0.287 -0.122 -0.103  C1 1.503, C3 1.506, C4 1.363
3 C -1.464 -1.050 0.047  C2 1.506, H10 1.169, H11 1.117, H12 1.135
4 C 0.973 -0.641 -0.149  C2 1.363, C5 1.440, H13 1.084
5 C 2.154 0.166 0.021  C4 1.440, O6 1.213, H14 1.091
6 O 3.236 -0.384 0.028  C5 1.213
7 H 0.033 1.779 -0.847  C1 1.072
8 H -1.628 1.534 -0.059  C1 1.089
9 H -0.266 1.818 0.914  C1 1.111
10 H -1.370 -1.985 -0.648  C3 1.169
11 H -2.467 -0.595 -0.139  C3 1.117
12 H -1.460 -1.406 1.125  C3 1.135
13 H 1.005 -1.724 -0.189  C4 1.084
14 H 2.093 1.254 0.055  C5 1.091

Output
Strongest force on any atom in eV/Å: 2.940
HOMO-LUMO gap in eV: 9.8
Structure (SMILES): CC(C)=CC=O
Net charge: 0
E_LUMO in eV: 0.34
ΔE to the lowest compared entry with this formula, charge and spin in kcal per mole: 30.1
Total energy in eV: -7360.95210

So, what does the natural (NBO) scheme give us? The charges, in e, come out as: C -0.680; C 0.132; C -0.668; C -0.352; C 0.373; O -0.529; H 0.236; H 0.222; H 0.233; H 0.234; H 0.220; H 0.239; H 0.220; H 0.121

- The lowest strongest force on any atom belongs to which entry?
  number 4